The following is a DFT calculation (ωB97M-V with the def2-TZVPD basis set) of a structure of composition C13H27ClIN2OP2Pr.

Positions of all 48 atoms, in Å:
C 0.012 0.535 -3.807
C -0.030 1.055 -2.460
H 0.034 1.353 -4.575
H -0.860 -0.140 -3.939
H 0.918 -0.105 -3.878
O -0.197 2.013 -1.785
I 0.071 -3.264 2.224
Pr 0.016 -1.078 0.136
P 2.749 -0.806 -0.616
C 3.569 0.158 0.709
C 3.350 -2.508 -0.289
H 4.402 -2.585 -0.595
H 4.686 -0.416 -2.093
H 2.742 -3.234 -0.847
H 3.221 -0.988 -2.961
H 3.168 -0.152 1.686
H 3.243 -2.731 0.780
C 3.591 -0.336 -2.157
H 4.660 0.021 0.705
H 3.313 0.698 -2.403
H 3.326 1.220 0.579
P -2.718 -0.778 -0.614
C -3.498 0.252 0.683
C -3.549 -0.303 -2.155
H -2.749 -3.202 -0.826
H -4.401 -2.537 -0.579
H -3.247 -2.688 0.797
C -3.350 -2.465 -0.273
H -3.179 -0.962 -2.952
H -4.646 -0.372 -2.098
H -4.593 0.156 0.670
H -3.225 1.302 0.505
H -3.261 0.728 -2.400
H -3.100 -0.024 1.673
Cl -0.004 -2.572 -2.014
N -1.154 -0.071 3.256
C -0.452 1.055 2.853
C -0.362 2.189 3.693
C 0.293 3.319 3.230
C 0.803 3.330 1.935
C 0.672 2.195 1.149
N 0.072 1.050 1.600
H -0.819 -1.036 3.060
H -1.580 0.017 4.167
H -0.746 2.113 4.705
H 0.437 4.191 3.875
H 1.320 4.215 1.531
H 1.055 2.189 0.116

Properties
largest force on an atom = 7.7 eV Å⁻¹
lowest unoccupied orbital energy (spin up / spin down) = -0.37340 / -0.37231 Ha
calculated total energy = -72203.61679 eV
charge = +2
spin multiplicity = 3

Here are the Löwdin charges for atoms 1 to 8, given in e: 0.0534 -0.0099 0.1703 0.1272 0.1185 0.2978 0.4152 -0.2216

***

The following is a DFT calculation (ωB97M-V with the def2-TZVPD basis set) of a cluster of 3 separate species, C13H27N2O6 in total.

Positions of all 48 atoms, in Å:
O -3.187 -0.873 2.492
C -2.233 -1.339 1.643
C -1.706 -2.922 1.581
C -0.813 -2.807 0.210
C 0.420 -3.852 -0.067
O 1.598 -3.729 0.603
O 0.339 -5.012 -1.008
C -0.183 -1.302 0.491
O -1.452 -0.518 0.659
H -2.526 -3.750 1.688
H -1.065 -3.099 2.563
H -1.495 -2.971 -0.726
H 0.229 -1.289 1.611
H 0.569 -0.926 -0.348
C -5.703 2.827 0.281
C -4.211 2.516 0.370
C -3.341 3.398 -0.556
O -3.380 3.020 -1.935
C -4.505 3.514 -2.647
N -4.004 1.086 0.102
H -6.164 2.428 -0.626
H -6.235 2.380 1.129
H -5.882 3.906 0.310
H -3.901 2.720 1.402
H -2.296 3.279 -0.249
H -3.578 4.462 -0.439
H -4.814 4.504 -2.298
H -5.333 2.806 -2.574
H -4.230 3.589 -3.702
H -3.019 0.865 0.255
H -4.129 0.944 -0.904
C 4.590 0.164 -1.185
C 3.954 -0.804 -0.191
C 4.675 -0.847 1.176
O 5.898 -1.589 1.173
C 7.020 -0.865 0.689
N 3.881 -2.138 -0.804
H 5.514 -0.224 -1.620
H 3.905 0.358 -2.018
H 4.813 1.125 -0.710
H 2.930 -0.454 -0.011
H 4.020 -1.366 1.886
H 4.832 0.160 1.581
H 6.975 0.195 0.953
H 7.106 -0.989 -0.392
H 7.918 -1.296 1.140
H 3.371 -2.759 -0.174
H 4.830 -2.524 -0.805

Properties
largest force on an atom = 9.3 eV Å⁻¹
lowest unoccupied orbital energy = 0.09669 Ha
calculated total energy = -29179.99093 eV
charge = -1
energy above the lowest of the compared OMol25 structures with the same formula, charge and spin = 495.0 kJ/mol

Here are the Löwdin charges for atoms 1 to 8, given in e: -0.0591 -0.2218 -0.0508 -0.1854 -0.3917 -0.1895 -0.2981 -0.1051

***

The following is a DFT calculation (ωB97M-V with the def2-TZVPD basis set) of a structure of composition C13H27N3NbO2Tl.

Positions of all 47 atoms, in Å:
N 1.885 -0.283 0.400
C 2.944 -0.938 0.683
O 3.946 -1.191 -0.067
Tl 2.596 -0.574 -2.109
Nb -0.075 0.013 -0.026
N -0.556 -1.501 -1.253
N -0.287 1.718 -1.008
C -0.420 -2.961 -0.909
C 0.326 3.066 -1.118
C 0.759 -3.532 -1.711
C -1.722 -3.691 -1.263
C -0.148 -3.054 0.571
C 0.006 3.670 -2.494
C -0.231 3.956 0.003
C 1.826 2.902 -0.968
H 0.675 -3.359 -2.780
H 0.820 -4.628 -1.550
H 1.713 -3.118 -1.344
H -2.578 -3.230 -0.770
H -1.646 -4.735 -0.897
H -1.914 -3.742 -2.336
H 0.750 -2.489 0.876
H 0.037 -4.111 0.843
H -1.008 -2.710 1.167
H 0.319 3.002 -3.298
H 0.566 4.618 -2.605
H -1.051 3.904 -2.617
H -1.315 4.035 -0.027
H 0.186 4.979 -0.089
H 0.062 3.565 0.990
H 2.091 2.393 -0.029
H 2.307 3.904 -0.958
H 2.249 2.351 -1.812
C -1.742 1.616 -1.422
H -2.119 0.634 -1.147
H -2.351 2.370 -0.928
H -1.843 1.715 -2.515
C -1.145 -1.205 -2.598
H -2.234 -1.397 -2.605
H -0.985 -0.156 -2.834
H -0.682 -1.807 -3.371
C -1.899 0.236 2.565
C -0.490 0.019 2.134
O 0.463 -0.152 2.962
H -2.518 0.358 1.698
H -1.936 1.136 3.199
H -2.221 -0.640 3.151

Properties
largest force on an atom = 8.7 eV Å⁻¹
lowest unoccupied orbital energy = -0.35381 Ha
calculated total energy = -28709.92223 eV
charge = +2

Here are the Löwdin charges for atoms 1 to 8, given in e: -0.1771 -0.2246 -0.0864 1.1230 1.7231 -0.2624 -0.2440 -0.6421

***

The following is a DFT calculation (ωB97M-V with the def2-TZVPD basis set) of the molecule C13H27N3S.

Positions of all 44 atoms, in Å:
N -4.794 -0.247 0.827
N -4.124 -0.116 -0.399
C -2.769 -0.155 -0.481
S -2.076 -0.080 -1.981
N -2.099 -0.247 0.672
C -0.659 -0.240 0.785
C -0.190 1.045 1.483
C -0.031 2.227 0.511
C 1.343 2.905 0.561
C 2.551 1.986 0.344
C 2.479 1.164 -0.939
C 3.709 0.281 -1.174
C 3.979 -0.820 -0.138
C 3.234 -2.145 -0.343
C 1.719 -2.132 -0.125
C 1.320 -1.773 1.307
C -0.180 -1.522 1.481
H -5.337 -1.109 0.857
H -5.423 0.540 0.974
H -4.626 -0.107 -1.279
H -2.658 -0.263 1.515
H -0.299 -0.250 -0.246
H 0.759 0.851 1.978
H -0.908 1.294 2.269
H -0.221 1.890 -0.507
H -0.783 2.988 0.730
H 1.354 3.684 -0.205
H 1.462 3.398 1.530
H 2.653 1.321 1.202
H 3.449 2.609 0.319
H 1.585 0.549 -0.925
H 2.389 1.848 -1.787
H 3.617 -0.184 -2.158
H 4.586 0.934 -1.205
H 3.796 -0.440 0.866
H 5.045 -1.057 -0.189
H 3.427 -2.492 -1.361
H 3.673 -2.879 0.340
H 1.263 -1.447 -0.835
H 1.334 -3.128 -0.357
H 1.865 -0.886 1.625
H 1.617 -2.590 1.969
H -0.733 -2.366 1.061
H -0.416 -1.462 2.547

Properties
largest force on an atom = 0.9 eV Å⁻¹
lowest unoccupied orbital energy = 0.02330 Ha
calculated total energy = -29225.04410 eV
structure (SMILES) = NNC(=S)NC1CCCCCCCCCCC1
charge = 0

Here are the Löwdin charges for atoms 1 to 8, given in e: 0.0216 -0.1152 -0.8815 0.6095 0.0383 -0.3650 -0.1287 -0.1913